(1)
{"formula": "C4H9N3O2", "method": "the ωB97M-V functional and the def2-TZVPD basis", "symbols": ["C", "C", "N", "N", "C", "C", "O", "N", "O", "H", "H", "H", "H", "H", "H", "H", "H", "H"], "xyz": [[0.152, 0.405, 2.328], [-1.778, 0.983, -0.755], [1.195, -1.256, -0.684], [-0.716, -0.182, 1.648], [-0.971, -0.276, -0.666], [0.526, -0.073, -0.739], [2.562, -1.349, -0.937], [1.016, 1.091, -0.829], [-1.437, -1.395, -0.734], [2.719, -1.221, -1.888], [0.672, -2.120, -0.757], [-1.196, -0.971, 2.074], [2.034, 1.111, -0.871], [0.673, 1.234, 1.865], [0.445, 0.154, 3.351], [-1.813, 1.275, -1.804], [-1.293, 1.777, -0.202], [-2.789, 0.809, -0.402]], "e_tot_ev": -12856.47467, "lumo_ev": 0.71, "smiles": "[H]/N=C(\\NO)C(C)=O.C=N", "homo_lumo_gap_ev": 10.0}

=====

(2)
{"formula": "C4H9N3S", "method": "the ωB97M-V functional and the def2-TZVPD basis", "symbols": ["C", "C", "C", "C", "H", "H", "H", "H", "H", "H", "H", "H", "H", "N", "N", "N", "S"], "xyz": [[-1.347, -1.786, -0.512], [1.588, 0.342, -0.082], [1.291, 1.823, 0.401], [-0.194, 1.340, 0.314], [-1.931, -2.876, 0.991], [-0.990, -1.351, 1.340], [-0.633, -0.384, -1.777], [2.307, -0.137, 0.663], [2.035, 0.345, -1.128], [1.730, 2.060, 1.340], [1.467, 2.774, -0.243], [-0.735, 1.668, -0.573], [-0.873, 1.615, 1.122], [-1.246, -2.223, 0.716], [-0.451, -0.741, -0.878], [0.247, -0.060, 0.055], [-2.267, -2.410, -1.749]], "e_tot_ev": -19597.30967, "lumo_ev": 0.74, "smiles": "NC(=S)NN1CCC1", "homo_lumo_gap_ev": 9.0}

=====

(3)
{"formula": "C4H9N3S", "method": "the ωB97M-V functional and the def2-TZVPD basis", "symbols": ["C", "C", "C", "C", "H", "H", "H", "H", "H", "H", "H", "H", "H", "N", "N", "N", "S"], "xyz": [[2.725, -0.326, -0.780], [-0.151, 1.243, 0.433], [-1.206, -0.960, 0.947], [-2.381, 0.733, -0.341], [2.801, 0.312, -1.681], [2.945, -1.384, -1.029], [3.477, -0.009, -0.041], [0.656, -0.682, -0.720], [-0.404, 2.226, 0.761], [-1.480, -1.775, 0.272], [-0.182, -1.064, 1.343], [-1.941, -0.940, 1.761], [-2.333, 1.747, -0.755], [1.399, -0.294, -0.156], [1.087, 0.960, 0.288], [-1.223, 0.316, 0.201], [-3.789, -0.103, -0.503]], "e_tot_ev": -19597.91674, "lumo_ev": 0.47, "smiles": "CN/N=C\\N(C)C=S", "homo_lumo_gap_ev": 9.0}